(1)
# C16H15ClCrN2O2S2

A molecular structure, C16H15ClCrN2O2S2 at a distorted geometry (the ωB97M-V functional and the def2-TZVPD basis, OMol25).

- total energy (eV) = -86506.61711
- highest occupied orbital energy (spin up / spin down) (eV) = -7.526 / -6.877
- LUMO energy (spin up / spin down) (eV) = -0.941 / -0.980
- net charge = 0
- multiplicity = 5

CARTESIAN COORDINATES (ANGSTROEM)
Cr 0.38222 1.13489 0.08421
C 3.89767 0.59885 -2.68440
C 3.92492 -0.00343 -1.31874
N 2.92079 0.03157 -0.49940
C 3.24294 -0.56221 0.71551
C 4.48059 -1.10190 0.78873
S 5.31319 -0.80621 -0.68473
C 2.24877 -0.25768 1.75088
C 2.47406 0.92524 2.42087
S 1.69520 2.38792 1.95638
C -0.32359 -0.29746 2.55066
N 0.28943 -1.47220 0.13908
C -1.24012 0.19287 3.58196
H 2.91159 1.02603 -2.85459
H 4.10077 -0.14798 -3.45170
H 4.64602 1.38695 -2.77175
H 4.94245 -1.61229 1.61628
H 3.44565 1.04255 2.89077
H -0.78826 0.08628 4.57035
H -2.20972 -0.30660 3.57382
H -1.39617 1.26343 3.41279
C -2.30888 2.45232 -0.86724
C -1.41480 1.25379 -1.10088
O -0.23380 1.57142 -1.63525
C -2.05926 -0.13017 -1.12977
C -3.47498 -0.06940 -1.10180
C -4.35018 -1.13040 -0.98204
C -3.85049 -2.41515 -0.89133
C -2.47958 -2.55797 -0.94762
C -1.60877 -1.48366 -1.08376
O -0.27332 -1.98496 -1.05505
H -1.66396 3.31694 -0.71797
H -2.95848 2.34615 0.00073
H -2.93839 2.66376 -1.73848
H -3.93033 0.90141 -1.21023
H -5.41457 -0.93575 -0.97677
H -4.49180 -3.27819 -0.77588
H -2.02343 -3.53616 -0.87373
Cl 0.51662 -0.49261 1.30010



(2)
# C16H15ClF2N2OS

A single C16H15ClF2N2OS molecule at a distorted geometry (the ωB97M-V functional and the def2-TZVPD basis, OMol25).

- total energy (eV) = -50656.99074
- highest occupied orbital energy (eV) = -8.235
- LUMO energy (eV) = 0.574
- net charge = 0

CARTESIAN COORDINATES (ANGSTROEM)
C 1.24729 0.89577 2.65594
C 0.29895 1.07167 1.51167
C -1.06620 0.97382 1.72178
C -1.96797 1.17362 0.68733
O -3.31170 0.99328 1.03218
C -4.25174 0.95023 0.08752
F -3.99865 0.03081 -0.87846
F -4.40153 2.12463 -0.58120
C -1.52234 1.54187 -0.57032
C -0.16063 1.63188 -0.79169
C 0.75183 1.35143 0.21555
N 2.13374 1.35733 -0.07782
C 3.00029 0.35111 0.20377
S 4.62071 0.63885 0.33053
N 2.49859 -0.89877 0.38177
C 1.26765 -1.37204 -0.12446
C 0.36970 -1.97176 0.75139
C -0.87161 -2.37238 0.29450
Cl -2.00008 -3.05899 1.40546
C -1.22357 -2.20618 -1.03456
C -0.29847 -1.66613 -1.90713
C 0.95724 -1.24975 -1.48321
C 1.94528 -0.70867 -2.46923
H 1.58234 -0.13774 2.73174
H 0.75873 1.16048 3.58989
H 2.13015 1.51883 2.52980
H -1.45265 0.73680 2.70009
H -5.21659 0.70386 0.55760
H -2.20220 1.74584 -1.38062
H 0.19678 1.90851 -1.77154
H 2.56477 2.22826 -0.35420
H 3.15489 -1.57285 0.75020
H 0.63296 -2.10613 1.78859
H -2.20070 -2.50122 -1.38062
H -0.55732 -1.56642 -2.95042
H 2.96355 -0.96252 -2.18243
H 1.88140 0.37704 -2.53138
H 1.74713 -1.11439 -3.45802



(3)
# C16H15ClN2O3

A single C16H15ClN2O3 molecule (the ωB97M-V functional and the def2-TZVPD basis, OMol25).

- total energy (eV) = -38481.15132
- highest occupied orbital energy (eV) = -8.574
- LUMO energy (eV) = 0.737
- net charge = 0
- energy relative to the best compared isomer or geometry (same formula, charge and spin) (kJ/mol) = 84.5

CARTESIAN COORDINATES (ANGSTROEM)
O 2.56993 2.42322 -0.29215
C 1.43813 2.02103 -0.16306
C 0.40539 2.68775 0.72809
C 0.08107 1.80709 1.94749
C -1.43242 1.71623 2.19616
C -1.74567 0.69272 3.29452
O -1.28556 -0.58796 2.93093
C -1.57335 -0.93041 1.63323
C -1.41027 -2.25294 1.24230
C -1.69468 -2.63614 -0.05413
C -2.15453 -1.70567 -0.97108
C -2.30145 -0.38361 -0.59875
C -2.00149 0.01513 0.69859
O -2.12404 1.34962 1.01678
N 0.93874 0.90806 -0.78391
C 1.58872 0.00404 -1.60753
C 2.93062 0.10922 -1.98045
C 3.45225 -0.86833 -2.80417
C 2.62588 -1.90525 -3.22237
Cl 3.23264 -3.15086 -4.25175
C 1.30457 -1.92226 -2.79970
N 0.80425 -0.99043 -2.01440
H 0.79562 3.65502 1.04171
H -0.50485 2.84991 0.14671
H 0.55805 2.20334 2.84339
H 0.46715 0.79656 1.79190
H -1.83339 2.69737 2.46973
H -2.83223 0.66878 3.45805
H -1.24380 0.94699 4.22924
H -1.06193 -2.96087 1.97718
H -1.56327 -3.66631 -0.34516
H -2.38702 -2.00308 -1.98052
H -2.64827 0.36223 -1.29687
H -0.03276 0.65568 -0.63158
H 3.52988 0.93234 -1.62994
H 4.48333 -0.83100 -3.11980
H 0.62475 -2.70722 -3.09870



(4)
# C16H15F2N3

2 unconnected molecules or ions with the total composition C16H15F2N3 at a distorted geometry (the ωB97M-V functional and the def2-TZVPD basis, OMol25).

- total energy (eV) = -26740.69975
- highest occupied orbital energy (eV) = -8.662
- LUMO energy (eV) = -0.011
- net charge = 0

CARTESIAN COORDINATES (ANGSTROEM)
C 5.22027 -1.39579 1.34561
C 4.21992 -1.46599 0.18159
N 3.42337 -0.23592 0.00747
C 2.12662 -0.28185 0.53658
C 1.67006 0.83019 1.30404
N 0.48268 0.92614 1.80963
C -0.33773 -0.14059 1.54257
C -1.66093 -0.12343 2.01851
C -2.51877 -1.16341 1.79184
C -2.05288 -2.27208 1.07519
F -2.87045 -3.31009 0.86297
C -0.77778 -2.31635 0.58475
C 0.10249 -1.24655 0.80149
N 1.36708 -1.30508 0.27989
H 5.31552 -2.39030 1.77255
H 4.89580 -0.72369 2.13549
H 6.21457 -1.13349 1.00275
H 3.59284 -2.34084 0.29247
H 4.78738 -1.61819 -0.73280
H 3.90628 0.49905 0.51134
H 2.35902 1.64905 1.47658
H -2.01714 0.73399 2.56314
H -3.54055 -1.16318 2.13286
H -0.46257 -3.18916 0.03498
F -3.49320 1.65385 0.47113
C -3.13539 1.79391 -0.82259
C -1.79570 1.81168 -1.15506
C -1.44057 1.94912 -2.48907
C -2.42010 2.07449 -3.46469
C -3.76083 2.05974 -3.10610
C -4.12644 1.91497 -1.77575
H -1.04804 1.72276 -0.38011
H -0.39490 1.95839 -2.76622
H -2.13814 2.18429 -4.50331
H -4.52608 2.16120 -3.86377
H -5.16572 1.89313 -1.47594



(5)
# C16H15F3N4O

A single C16H15F3N4O molecule (the ωB97M-V functional and the def2-TZVPD basis, OMol25).

- total energy (eV) = -32996.89108
- highest occupied orbital energy (eV) = -8.164
- LUMO energy (eV) = 0.396
- net charge = 0

CARTESIAN COORDINATES (ANGSTROEM)
O -3.05819 -2.39039 -0.13407
C -2.72451 -1.22104 -0.25088
C -3.78774 -0.16315 -0.26553
C -5.03643 -0.52316 -0.76975
C -6.06363 0.40271 -0.73065
C -5.81649 1.64907 -0.17553
C -4.54431 1.90677 0.31093
N -3.55462 1.03250 0.26756
N -1.42777 -0.86760 -0.39964
C -0.87895 0.46155 -0.49830
C -0.03493 0.75059 0.75466
N 0.99949 -0.24729 0.88422
C 2.29698 -0.06867 0.54131
C 2.87792 1.20046 0.32006
C 4.21602 1.27799 0.02818
C 4.97268 0.10444 -0.03994
C 6.42260 0.16664 -0.38558
F 7.08793 -0.95774 -0.08388
F 7.06260 1.16999 0.24453
F 6.62834 0.37892 -1.70519
C 4.32230 -1.09939 0.19267
N 3.04172 -1.18328 0.46937
C 0.44830 -1.58406 0.97602
C -0.40191 -1.88316 -0.26344
H -5.17437 -1.51469 -1.17037
H -7.04087 0.15559 -1.11877
H -6.58921 2.39938 -0.11637
H -4.29714 2.85978 0.76094
H -0.23423 0.50800 -1.38522
H -1.67896 1.19406 -0.57975
H -0.68613 0.69235 1.63304
H 0.38169 1.75285 0.69991
H 2.29906 2.10616 0.38058
H 4.68809 2.23381 -0.14406
H 4.85523 -2.04000 0.15395
H -0.18056 -1.63868 1.86989
H 1.27062 -2.29265 1.05520
H 0.23361 -1.87677 -1.15501
H -0.89421 -2.85184 -0.17111



(6)
# C16H15F3NO5S

2 unconnected molecules or ions with the total composition C16H15F3NO5S at a distorted geometry (the ωB97M-V functional and the def2-TZVPD basis, OMol25).

- total energy (eV) = -47551.94556
- highest occupied orbital energy (eV) = -2.880
- LUMO energy (eV) = 1.642
- net charge = -1

CARTESIAN COORDINATES (ANGSTROEM)
C 1.18718 -4.24583 1.27632
C 0.10567 -3.37742 0.67574
O -0.07948 -2.23852 1.52918
C -1.06839 -1.40378 1.10329
C -0.95100 -0.05598 1.72872
C 0.05309 0.16518 2.76906
C -1.74402 0.97922 1.13439
C -1.59025 2.39485 1.63115
O -2.55501 0.70657 0.25564
O -1.91642 -1.76390 0.30767
H 1.19952 -5.19895 0.73861
H 2.17493 -3.78043 1.15093
H 1.01730 -4.44421 2.34337
H 0.42070 -3.00663 -0.31086
H -0.84205 -3.92302 0.59032
H 0.50363 -0.78677 3.04987
H 0.84217 0.86025 2.45218
H -0.39961 0.61155 3.66214
H -0.84772 2.51181 2.42005
H -1.30953 3.02214 0.78344
H -2.54678 2.76065 2.00368
F -5.03964 1.16810 0.17045
C -5.48907 0.06381 0.81746
F -6.81185 0.26596 1.07039
F -5.36655 -1.01342 -0.00188
S -4.57434 -0.24820 2.37315
N -5.89828 -1.06937 3.17450
C -5.85776 -2.43667 3.56824
O -4.89256 -3.17565 3.50713
C -7.23594 -2.71258 4.09194
C -7.94830 -1.53213 4.11272
C -9.27689 -1.49427 4.53205
C -9.90573 -2.68860 4.91178
C -9.17987 -3.88943 4.91835
C -7.82660 -3.90084 4.52960
C -7.06304 -0.41723 3.67259
O -7.26945 0.78066 3.75053
H -9.79383 -0.53398 4.54429
H -10.95761 -2.69049 5.21271
H -9.67329 -4.81125 5.23273
H -7.23222 -4.81073 4.55718



Question: Which formula does entry 5 have?
Answer: C16H15F3N4O



Copy entry 6 word for word.
# C16H15F3NO5S

2 unconnected molecules or ions with the total composition C16H15F3NO5S at a distorted geometry (the ωB97M-V functional and the def2-TZVPD basis, OMol25).

- total energy (eV) = -47551.94556
- highest occupied orbital energy (eV) = -2.880
- LUMO energy (eV) = 1.642
- net charge = -1

CARTESIAN COORDINATES (ANGSTROEM)
C 1.18718 -4.24583 1.27632
C 0.10567 -3.37742 0.67574
O -0.07948 -2.23852 1.52918
C -1.06839 -1.40378 1.10329
C -0.95100 -0.05598 1.72872
C 0.05309 0.16518 2.76906
C -1.74402 0.97922 1.13439
C -1.59025 2.39485 1.63115
O -2.55501 0.70657 0.25564
O -1.91642 -1.76390 0.30767
H 1.19952 -5.19895 0.73861
H 2.17493 -3.78043 1.15093
H 1.01730 -4.44421 2.34337
H 0.42070 -3.00663 -0.31086
H -0.84205 -3.92302 0.59032
H 0.50363 -0.78677 3.04987
H 0.84217 0.86025 2.45218
H -0.39961 0.61155 3.66214
H -0.84772 2.51181 2.42005
H -1.30953 3.02214 0.78344
H -2.54678 2.76065 2.00368
F -5.03964 1.16810 0.17045
C -5.48907 0.06381 0.81746
F -6.81185 0.26596 1.07039
F -5.36655 -1.01342 -0.00188
S -4.57434 -0.24820 2.37315
N -5.89828 -1.06937 3.17450
C -5.85776 -2.43667 3.56824
O -4.89256 -3.17565 3.50713
C -7.23594 -2.71258 4.09194
C -7.94830 -1.53213 4.11272
C -9.27689 -1.49427 4.53205
C -9.90573 -2.68860 4.91178
C -9.17987 -3.88943 4.91835
C -7.82660 -3.90084 4.52960
C -7.06304 -0.41723 3.67259
O -7.26945 0.78066 3.75053
H -9.79383 -0.53398 4.54429
H -10.95761 -2.69049 5.21271
H -9.67329 -4.81125 5.23273
H -7.23222 -4.81073 4.55718



Question: Among the records above, which one has the lowest total energy?
Answer: C16H15ClCrN2O2S2